Record 1
{
  "formula": "C11H15BN6NiO2",
  "method": "ωB97M-V with the def2-TZVPD basis set",
  "lumo_energy_ev": [0.30, -0.96],
  "multiplicity": 3,
  "charge": 0,
  "elements": ["H", "N", "B", "N", "C", "Ni", "H", "C", "H", "C", "H", "C", "H", "H", "H", "N", "N", "N", "N", "C", "C", "H", "H", "C", "C", "C", "C", "H", "H", "H", "H", "H", "O", "C", "O", "H"],
  "positions_angstrom": [[-0.4345, 2.1506, 0.9619], [-0.1619, 1.2034, -0.9093], [0.5705, 0.5934, -3.2728], [0.3930, 1.6366, -2.1226], [0.7672, 2.9231, -2.0088], [-0.7469, -0.7055, -0.7852], [1.2130, 3.4235, -2.8543], [0.4576, 3.3557, -0.7211], [0.6168, 4.3336, -0.3098], [-0.1129, 2.2562, -0.0645], [1.0325, 1.0604, -4.2692], [-1.5330, -1.9344, 0.3078], [-1.7495, -0.9216, 0.7283], [-0.9553, -2.4552, 1.0609], [-2.4737, -2.4083, 0.0506], [-0.8584, -0.0075, -3.4744], [1.4838, -0.5036, -2.6263], [-1.5249, -0.5528, -2.3526], [1.0521, -1.0798, -1.4267], [-1.6806, -0.0684, -4.5423], [2.7253, -0.9455, -2.8928], [-1.3431, 0.2996, -5.4983], [3.2227, -0.6254, -3.7987], [-2.8938, -0.6506, -4.1350], [3.1243, -1.7985, -1.8644], [-2.7655, -0.9349, -2.7756], [2.0648, -1.8419, -0.9531], [-3.7532, -0.8397, -4.7579], [4.0571, -2.3278, -1.7902], [-3.4685, -1.3736, -2.0835], [1.9776, -2.3559, -0.0022], [-0.8016, -2.1016, -0.7890], [0.6412, -1.5662, 3.0097], [0.7064, -0.3507, 2.6816], [-0.1416, 0.4064, 2.1310], [1.6818, 0.1456, 2.9128]],
  "atomic_forces_ev_per_a": [[0.02, -0.14, -0.12], [0.60, 1.98, -0.50], [-0.15, 0.04, 1.22], [-0.57, -0.31, 0.99], [-0.43, -0.47, 0.65], [4.35, 6.23, 1.65], [0.01, 0.05, 0.10], [0.03, -0.18, -0.36], [0.06, 0.10, 0.03], [0.22, -0.44, -1.14], [-0.05, -0.06, -0.02], [-0.72, -2.54, 0.26], [-0.01, -0.06, 0.36], [-0.05, -0.10, 0.32], [0.05, -0.29, 0.15], [-1.36, -1.04, 1.02], [-0.46, -1.07, 1.17], [-2.55, 0.37, -5.87], [2.03, -0.18, -1.21], [-0.20, -0.45, 1.40], [-0.49, -0.13, 0.52], [-0.10, -0.03, 0.03], [0.02, -0.06, 0.20], [0.28, 0.23, -0.32], [0.07, 0.14, -0.17], [1.85, 0.78, -0.44], [-0.69, 0.77, -1.09], [0.06, 0.04, 0.05], [0.06, 0.06, 0.02], [0.06, 0.00, -0.07], [-0.05, 0.08, -0.17], [-1.59, -2.95, 2.00], [-0.40, 1.13, -0.85], [0.40, -0.77, 0.46], [-0.25, -0.75, -0.33], [-0.03, 0.03, 0.05]],
  "lowdin_charge": [0.0919, 0.0044, -0.4527, -0.0152, -0.0659, 0.5467, 0.1212, -0.0484, 0.0908, -0.0878, 0.1150, -0.0643, 0.0744, 0.0617, 0.0580, 0.0262, 0.0059, -0.0741, -0.0213, -0.0396, -0.0570, 0.1270, 0.1267, -0.0497, -0.0508, -0.0775, -0.0734, 0.0963, 0.0953, 0.1144, 0.1252, 0.0962, -0.1260, -0.6170, -0.1567, 0.0998]
}

=====

Record 2
{
  "formula": "C11H15BO9S",
  "method": "ωB97M-V with the def2-TZVPD basis set",
  "lumo_energy_ev": -1.76,
  "charge": 0,
  "elements": ["C", "C", "C", "O", "O", "C", "C", "O", "S", "O", "O", "B", "O", "O", "H", "H", "H", "H", "H", "H", "H", "H", "H", "H", "H", "C", "C", "C", "O", "C", "C", "C", "O", "H", "H", "H", "H"],
  "positions_angstrom": [[-4.5529, -1.4567, 1.2836], [-3.9918, -2.1269, -0.0986], [-3.8903, -1.0089, -1.2492], [-4.9136, -0.8685, -2.0173], [-2.7503, -0.1844, -1.5363], [-2.2239, 0.4718, -0.3510], [-0.6541, 0.8097, -0.6746], [0.2894, 0.1508, 0.2255], [0.3077, -1.5246, 0.0386], [-0.3457, -1.9781, -1.2465], [-0.6731, -2.0943, 1.3464], [-0.0693, -1.4386, 2.5317], [-0.5449, -0.2072, 3.1130], [1.1149, -2.0332, 3.1419], [-5.7074, -1.4269, 1.2534], [-4.1940, -0.3740, 1.4173], [-4.2169, -2.1427, 2.1416], [-4.6744, -3.0271, -0.3772], [-2.9524, -2.5576, 0.1576], [-2.2333, -0.1652, 0.6042], [-2.7165, 1.5087, -0.1391], [-0.4630, 1.9532, -0.5591], [-0.3837, 0.5527, -1.7636], [-1.4078, 0.0476, 2.7084], [1.0776, -2.9821, 2.8716], [3.3476, 1.0691, -1.8818], [4.5096, 1.4514, -2.4145], [5.4805, 2.2541, -1.6413], [6.5403, 2.6050, -2.1275], [5.1151, 2.6151, -0.2555], [3.9531, 2.2327, 0.2772], [2.9819, 1.4301, -0.4960], [1.9162, 1.0767, -0.0081], [2.6247, 0.4814, -2.4346], [4.7928, 1.1947, -3.4279], [5.8381, 3.2026, 0.2968], [3.6699, 2.4894, 1.2907]],
  "atomic_forces_ev_per_a": [[-0.51, -0.42, -0.57], [1.04, 0.45, 1.05], [-4.36, 0.00, -3.38], [5.00, -0.54, 3.49], [-1.98, -1.03, 2.51], [2.10, 1.09, 0.19], [-0.69, 1.18, -0.56], [-6.34, -4.77, -0.34], [-0.52, -0.67, -2.30], [1.07, 1.52, 3.45], [1.17, 2.14, 0.76], [0.83, 0.52, 1.55], [-0.18, -2.67, -1.67], [-3.11, 0.16, -1.64], [1.90, -0.03, 0.08], [-0.44, -1.76, -0.04], [-0.54, 1.28, -1.15], [1.18, 2.03, 0.00], [-1.51, 0.80, -0.66], [-0.21, 0.74, -1.64], [0.36, -2.03, -0.54], [-0.22, -2.13, 0.08], [-0.69, 0.17, 1.66], [1.07, -0.20, 0.36], [0.43, 0.99, 0.22], [0.19, 0.02, -0.24], [-0.34, -0.20, -0.07], [0.53, 0.18, -0.21], [-0.39, -0.13, 0.17], [-0.22, 0.02, 0.31], [0.38, 0.10, 0.01], [-0.21, -0.01, 0.46], [5.20, 3.20, -1.30], [-0.01, -0.01, 0.01], [0.03, 0.03, 0.03], [0.02, 0.00, -0.05], [-0.03, -0.04, -0.02]],
  "lowdin_charge": [-0.1049, -0.1272, -0.3246, 0.0328, -0.0564, -0.1409, -0.1492, -0.4532, 1.0677, -0.3925, -0.2001, -0.6669, 0.1258, 0.1050, 0.0876, 0.0672, 0.0825, 0.1354, 0.0970, 0.0960, 0.1507, 0.1484, 0.1377, 0.1013, 0.1101, 0.0364, 0.0257, -0.3864, 0.1071, 0.0229, 0.0328, -0.3181, 0.0530, 0.1248, 0.1242, 0.1231, 0.1249]
}

=====

Record 3
{
  "formula": "C11H15Br9O4",
  "method": "ωB97M-V with the def2-TZVPD basis set",
  "lumo_energy_ev": -0.32,
  "charge": 0,
  "elements": ["O", "C", "O", "C", "C", "C", "H", "H", "H", "H", "H", "H", "O", "C", "O", "C", "C", "C", "H", "H", "H", "H", "H", "H", "C", "Br", "Br", "Br", "H", "C", "Br", "Br", "Br", "H", "C", "Br", "Br", "Br", "H"],
  "positions_angstrom": [[2.8200, -1.4378, 1.8860], [2.8998, -0.5397, 2.6900], [4.0291, 0.2868, 2.6995], [3.8395, 1.2449, 3.7473], [2.3846, 1.2346, 4.2894], [1.8609, -0.0198, 3.6515], [4.0021, 2.1827, 3.2470], [4.6192, 1.1357, 4.5206], [1.9087, 2.2180, 4.1313], [2.5042, 1.2038, 5.4339], [0.9323, 0.1431, 3.1058], [1.6389, -0.7902, 4.4339], [-6.7917, -2.1112, -2.8576], [-5.9067, -1.6311, -2.2481], [-5.8632, -1.6397, -0.9488], [-4.5158, -1.0821, -0.4874], [-4.1063, -0.1197, -1.6601], [-4.8306, -0.7825, -2.8746], [-3.8797, -1.9496, -0.3460], [-4.8231, -0.6600, 0.4354], [-3.0278, -0.1114, -1.7151], [-4.3979, 0.8899, -1.4199], [-4.1227, -1.3412, -3.4353], [-5.2141, -0.0618, -3.6070], [4.1695, 3.8997, -1.4113], [2.5772, 3.3457, -0.6204], [4.4365, 2.8520, -3.0190], [5.7079, 3.8448, -0.2258], [4.1766, 4.9540, -1.8195], [-0.3090, -3.5881, -0.7470], [1.3391, -4.4741, -0.1925], [-1.5089, -3.3087, 0.7302], [-1.0890, -4.5597, -2.1233], [-0.0283, -2.6716, -1.1669], [1.0085, 0.7243, -2.3767], [0.3485, 1.8665, -3.7977], [1.2094, -1.0076, -2.9925], [-0.0240, 0.6993, -0.7262], [2.0261, 1.1617, -2.1833]],
  "atomic_forces_ev_per_a": [[-0.16, 0.86, 1.27], [1.17, -0.13, -1.95], [-1.89, -1.12, 1.09], [0.77, 1.31, -0.19], [1.91, 0.51, 2.10], [-1.29, -0.86, 1.01], [0.35, 0.63, 0.02], [-0.40, -0.26, -0.31], [-0.14, -0.79, -0.54], [-0.57, -0.37, -1.63], [0.02, -0.18, -0.11], [0.20, 0.43, -0.84], [-1.79, -1.38, -1.26], [0.42, 1.41, -1.23], [2.03, 0.25, 2.07], [-2.01, -0.41, -1.89], [-0.31, -1.37, 0.89], [0.95, 1.61, 1.01], [0.22, 0.12, -0.06], [0.39, 0.70, 0.87], [0.34, -0.05, -0.34], [-0.45, 0.29, -0.15], [0.54, -0.96, -0.39], [-0.33, -0.19, 0.44], [1.35, 1.51, -1.34], [-0.80, 0.15, 0.75], [0.27, -0.18, -0.08], [-0.30, -0.15, -0.12], [-0.52, -1.28, 0.89], [0.64, -1.01, 1.14], [-0.25, 0.32, 0.11], [0.12, 0.09, 0.02], [-0.83, -0.70, -1.07], [0.34, 1.36, -0.13], [1.16, 1.57, 0.35], [-0.33, 0.06, 0.35], [0.29, -1.50, -0.59], [0.12, 0.37, -0.36], [-1.23, -0.64, 0.19]],
  "lowdin_charge": [0.1003, -0.4353, 0.0085, -0.1768, -0.1545, -0.0953, 0.1045, 0.1265, 0.1136, 0.1332, 0.1224, 0.1454, 0.1318, -0.5872, 0.0372, -0.0588, -0.1177, -0.0565, 0.0612, 0.1060, 0.0692, 0.1040, 0.1073, 0.1293, -1.6603, 0.6381, 0.5739, 0.5700, 0.0046, -1.6818, 0.5675, 0.5959, 0.6197, -0.1457, -1.6941, 0.5645, 0.6682, 0.5550, -0.0938]
}

=====

Record 4
{
  "formula": "C11H15ClF3N3",
  "method": "ωB97M-V with the def2-TZVPD basis set",
  "lumo_energy_ev": 0.65,
  "charge": 0,
  "elements": ["C", "N", "C", "C", "C", "C", "N", "C", "N", "C", "C", "C", "F", "F", "F", "C", "C", "Cl", "H", "H", "H", "H", "H", "H", "H", "H", "H", "H", "H", "H", "H", "H", "H"],
  "positions_angstrom": [[-1.2552, 0.2197, -1.6651], [-1.7242, 0.2853, -0.2985], [-2.9960, -0.3886, -0.1528], [-1.7546, 1.6460, 0.2040], [-1.7583, 1.6988, 1.7363], [-0.6935, 0.7788, 2.3418], [0.6125, 1.0483, 1.7951], [1.2189, 0.2172, 0.9337], [0.7962, -1.0457, 0.8598], [1.3739, -1.8834, 0.0289], [2.4354, -1.5298, -0.7930], [3.0295, -2.4983, -1.7631], [2.4678, -2.4052, -2.9891], [4.3462, -2.3079, -1.9507], [2.8772, -3.7766, -1.3860], [2.9192, -0.2183, -0.7272], [2.3145, 0.6519, 0.1428], [2.8628, 2.2932, 0.2598], [-0.2651, 0.6697, -1.7331], [-1.1743, -0.8253, -1.9604], [-1.9239, 0.7334, -2.3743], [-2.8885, -1.4191, -0.4866], [-3.2900, -0.3976, 0.8940], [-3.7976, 0.0893, -0.7399], [-2.6257, 2.2092, -0.1780], [-0.8555, 2.1497, -0.1607], [-1.5787, 2.7320, 2.0430], [-2.7314, 1.4035, 2.1281], [-0.6655, 0.9118, 3.4279], [-0.9167, -0.2600, 2.1022], [0.9209, 2.0109, 1.7866], [0.9746, -2.8881, 0.0221], [3.7450, 0.0951, -1.3477]],
  "atomic_forces_ev_per_a": [[0.00, -0.02, 0.07], [-0.10, 0.18, -0.10], [0.14, 0.02, 0.03], [-0.04, 0.01, 0.20], [0.17, -0.17, -0.23], [-0.41, 0.05, 0.16], [0.04, 0.61, 0.20], [0.55, -0.32, -0.40], [-0.16, 0.19, 0.37], [0.41, -0.03, -0.39], [0.13, 0.05, -0.02], [-0.04, -0.12, -0.19], [-0.12, 0.11, -0.08], [0.17, 0.21, 0.10], [-0.14, -0.11, 0.22], [-0.31, -0.33, 0.15], [-0.08, -0.16, -0.09], [0.01, 0.07, 0.02], [0.06, 0.03, -0.05], [0.01, -0.05, -0.10], [0.00, 0.01, -0.04], [-0.07, -0.07, 0.01], [-0.10, -0.05, 0.07], [-0.03, 0.01, 0.00], [0.09, 0.01, -0.05], [-0.05, 0.02, -0.02], [-0.09, 0.05, 0.05], [-0.07, 0.06, 0.09], [-0.05, -0.12, -0.06], [-0.03, 0.10, 0.17], [0.01, -0.18, -0.02], [0.04, -0.13, -0.06], [0.06, 0.08, 0.00]],
  "lowdin_charge": [-0.0996, -0.2869, -0.0931, -0.2231, -0.1654, -0.1876, 0.0395, -0.3639, 0.1380, -0.0719, -0.1144, -0.5938, 0.1291, 0.1352, 0.1369, -0.0270, -0.5707, 0.7050, 0.0786, 0.0837, 0.0883, 0.0855, 0.0772, 0.0887, 0.1220, 0.1105, 0.1090, 0.1009, 0.1178, 0.1035, 0.0963, 0.1265, 0.1251]
}

=====

Record 5
{
  "formula": "C11H15ClI2N2OPV",
  "method": "ωB97M-V with the def2-TZVPD basis set",
  "lumo_energy_ev": [-13.93, -14.10],
  "multiplicity": 2,
  "charge": 3,
  "elements": ["I", "I", "V", "P", "C", "C", "H", "H", "H", "C", "H", "H", "H", "H", "H", "H", "C", "O", "Cl", "N", "C", "N", "C", "C", "C", "C", "C", "C", "H", "H", "H", "H", "H", "H"],
  "positions_angstrom": [[2.1943, -2.9929, -1.6145], [-1.5724, -2.8090, -1.1816], [0.2265, -1.0181, -0.7883], [-0.2096, 0.5313, -2.8447], [-1.8074, 0.8040, -3.6949], [0.6271, 2.1213, -3.1089], [1.6856, -0.7887, -3.4757], [0.6902, -0.3760, -4.9128], [0.1806, -1.6511, -3.7270], [0.6633, -0.6761, -3.8591], [1.6242, 2.0973, -2.6539], [0.7167, 2.3279, -4.1854], [-1.5980, 1.0735, -4.7456], [-2.3600, 1.6173, -3.1912], [0.0647, 2.9379, -2.6348], [-2.4153, -0.1144, -3.6381], [-1.3863, -0.0561, -0.5932], [-2.4872, 0.3439, -0.4678], [2.0528, 0.3239, -0.5920], [0.4877, -2.1850, 3.1741], [0.4167, -2.1969, 1.8411], [0.1993, -0.9771, 1.3567], [0.0856, -0.1087, 2.4780], [-0.0759, 1.2665, 2.6752], [-0.0608, 1.8044, 3.9668], [0.1443, 0.9757, 5.1027], [0.3204, -0.3968, 4.9160], [0.2469, -0.8924, 3.6221], [0.6362, -2.9610, 3.7771], [0.3970, -3.1170, 1.2716], [-0.2490, 1.8792, 1.7949], [-0.1888, 2.8777, 4.1491], [0.1930, 1.4392, 6.0943], [0.5579, -1.1038, 5.6899]],
  "atomic_forces_ev_per_a": [[-0.36, 0.04, 0.36], [0.70, 0.44, -0.27], [3.40, 0.05, 2.07], [0.14, 0.73, -2.38], [-0.65, -0.53, 1.25], [0.44, 0.27, 1.42], [-0.16, 0.24, -0.38], [-0.21, 0.11, 0.13], [-0.02, 0.13, -0.47], [0.52, -0.79, 0.78], [-0.16, 0.08, -0.25], [-0.23, -0.40, 0.12], [0.16, -0.12, 0.44], [0.21, -0.27, -0.32], [0.06, -0.20, -0.16], [0.12, 0.36, -0.25], [-7.74, 2.47, 0.86], [5.53, -1.23, -0.37], [-1.56, -0.89, -0.49], [-0.34, 0.55, -1.33], [-0.19, -1.05, 1.62], [-0.45, 0.85, -1.81], [0.00, -0.06, 0.47], [-0.23, 0.47, -0.70], [0.11, -0.50, 0.34], [0.00, 0.16, -0.72], [-0.04, 0.11, -0.32], [0.52, 0.18, -0.06], [0.14, -0.91, 0.33], [0.30, 0.13, 0.06], [0.07, 0.29, 0.28], [0.01, -0.48, -0.38], [-0.04, -0.36, -0.40], [-0.06, 0.11, 0.54]],
  "lowdin_charge": [0.7768, 0.8564, -0.1354, 0.8598, -0.1675, -0.1868, -0.0005, 0.1042, 0.0196, -0.2649, 0.0365, 0.1035, 0.1031, 0.0860, 0.0873, 0.0745, -0.4065, 0.1671, 0.2797, 0.2067, -0.1418, -0.0289, -0.1791, 0.0163, -0.0022, 0.0190, 0.0558, -0.1642, 0.1882, 0.1051, 0.1158, 0.1373, 0.1425, 0.1364]
}

=====

Record 6
{
  "formula": "C11H15ClN3",
  "method": "ωB97M-V with the def2-TZVPD basis set",
  "lumo_energy_ev": -3.47,
  "charge": 1,
  "elements": ["H", "N", "C", "C", "C", "C", "N", "C", "C", "C", "C", "N", "C", "C", "C", "Cl", "H", "H", "H", "H", "H", "H", "H", "H", "H", "H", "H", "H", "H", "H"],
  "positions_angstrom": [[-3.2306, 0.8089, 2.8286], [-3.1439, 0.3127, 1.9532], [-2.3359, 0.5836, 1.0277], [-1.2511, 1.5988, 0.9952], [-0.5496, 1.8703, -0.2899], [-0.1574, 0.4844, -0.8127], [0.4942, 0.6342, -2.2073], [1.0362, -0.1200, 0.0945], [2.1454, 0.5856, 0.4447], [3.1353, -0.3213, 0.9048], [2.6101, -1.5575, 0.8011], [1.3057, -1.4439, 0.3152], [0.4109, -2.6262, 0.2859], [-1.4446, -0.2705, -1.0932], [-2.5066, -0.1996, -0.2548], [-4.0275, -0.7350, -0.6309], [-1.7050, 2.6471, 1.2486], [-0.4237, 1.4061, 1.8216], [-1.1580, 2.3313, -1.0487], [0.3043, 2.4723, -0.1176], [-0.1588, 0.9303, -2.9865], [0.9768, -0.2591, -2.6847], [1.2275, 1.3444, -2.1793], [2.2747, 1.7277, 0.3992], [4.0575, -0.1394, 1.2823], [3.1434, -2.5195, 1.0758], [-0.6108, -2.2080, 0.2935], [0.5189, -3.2191, -0.6888], [0.7168, -3.3149, 1.2421], [-1.6540, -0.8037, -2.0196]],
  "atomic_forces_ev_per_a": [[0.84, 0.44, 0.01], [-0.65, -0.51, -0.58], [-0.80, -0.62, 0.18], [0.81, 3.18, 3.03], [0.23, -1.83, -1.02], [1.43, -1.37, 0.50], [0.79, -1.42, -3.03], [-1.94, 0.31, -1.56], [1.09, 2.88, 0.21], [-2.28, 0.19, -0.98], [-0.35, -1.40, 0.08], [0.86, -1.91, 0.19], [0.63, -0.92, 0.50], [-1.23, -0.43, 0.74], [2.49, 1.42, 0.15], [-1.03, -0.77, -0.31], [0.54, -1.96, 0.11], [-1.85, 0.19, -1.56], [-0.53, 0.35, -0.17], [0.86, 0.67, 0.18], [0.34, -0.12, 1.29], [-1.23, 2.03, 1.97], [0.15, -0.05, 0.20], [-0.25, -2.05, 0.03], [2.54, 0.82, 0.92], [-1.35, 1.20, -0.44], [0.38, -0.77, 0.48], [0.06, 0.72, 1.46], [-1.20, 1.71, -2.52], [0.64, 0.05, -0.05]],
  "lowdin_charge": [0.0815, 0.1746, -0.3890, -0.1265, -0.1538, -0.3145, 0.2060, -0.2006, -0.0622, -0.0695, -0.0749, -0.1164, -0.0078, -0.0772, -0.6710, 0.8269, 0.1705, 0.1760, 0.1337, 0.1017, 0.1848, 0.2411, 0.1563, 0.1412, 0.0751, 0.1552, 0.0650, 0.1042, 0.1514, 0.1181]
}

=====

Number 1: total energy -2440.2995 Ha. Number 2: total energy -1528.2812 Ha. Number 3: total energy -23895.1778 Ha. Number 4: total energy -1352.2409 Ha. Number 5: total energy -2952.7215 Ha. Number 6: total energy -1052.2829 Ha.